Entry 1:
The following is a DFT calculation (ωB97M-V/def2-TZVPD) of Cl2NO11Rb as an isolated structure.

CARTESIAN COORDINATES (ANGSTROEM)
Rb (19.57335, -21.55704, 26.57050)
Cl (18.21614, -18.40679, 27.47268)
Cl (23.16063, -20.57231, 27.97858)
O (18.24086, -16.95777, 27.55287)
O (23.60169, -19.23193, 27.76801)
O (21.94198, -24.66639, 23.76616)
O (24.39710, -21.20837, 28.36904)
O (17.26069, -18.77727, 28.60086)
O (19.54669, -18.86930, 27.74807)
O (22.10384, -20.69480, 28.94963)
O (20.78070, -23.93798, 25.34804)
O (17.66637, -18.78318, 26.20628)
O (22.54938, -21.30930, 26.70660)
O (20.81760, -22.91112, 23.44297)
N (21.16375, -23.86761, 24.13560)

Lowest unoccupied orbital energy   4.2 eV
Relative energy (zero: lowest compared OMol25 entry of this formula, charge and spin)   0.000 eV
E_tot   -1826.35302 hartree
Total charge   -2

---

Entry 2:
The following is a DFT calculation (ωB97M-V/def2-TZVPD) of a 2-piece molecular cluster, C12H16N2 overall.

CARTESIAN COORDINATES (ANGSTROEM)
N (-3.55809, -0.98375, -0.24950)
N (-2.29381, 0.24386, 1.07107)
C (-1.41958, 0.19688, -3.08591)
C (-1.74640, 0.35912, -0.22342)
C (3.14570, 0.87007, 1.52785)
C (2.59272, 0.08524, 0.53184)
C (2.40306, 1.00705, 2.68469)
C (1.33675, -0.48965, 0.72846)
C (0.78035, -0.65649, 1.99248)
C (-3.44623, -0.55371, 0.96721)
C (-2.47358, -0.54435, -0.94720)
C (-2.29928, -0.93723, -2.38590)
C (1.32421, 0.20314, 2.98989)
C (3.23379, 0.10930, -0.88193)
H (-0.76706, 0.82559, -0.25209)
H (-2.11136, 1.02168, -2.85865)
H (0.77977, -0.82590, -0.13347)
H (3.94360, 0.91356, -0.89996)
H (3.70353, -0.87213, -1.16331)
H (-3.20313, -1.03856, -3.00896)
H (-0.41875, 0.34872, -2.66147)
H (-1.45684, 0.07762, -4.17008)
H (2.34380, 0.11092, -1.53174)
H (-1.80151, -1.89164, -2.46400)
H (2.62906, 1.81117, 3.36907)
H (4.11319, 1.31241, 1.34574)
H (-0.20084, -1.11173, 2.03947)
H (0.97583, 0.31900, 4.00532)
H (-4.00628, -0.79641, 1.84315)
H (-2.10261, 0.88622, 1.82135)

Lowest unoccupied orbital energy   0.8 eV
Relative energy (zero: lowest compared OMol25 entry of this formula, charge and spin)   1.504 eV
E_tot   -576.32471 hartree

---

Entry 3:
The following is a DFT calculation (ωB97M-V/def2-TZVPD) of C41H45HgNP2 as an isolated structure.

CARTESIAN COORDINATES (ANGSTROEM)
Hg (-2.18397, 0.89182, -2.21220)
P (1.25597, 0.76019, -0.82206)
P (-1.91202, 0.10987, 2.24870)
N (2.38786, -3.15479, 0.81182)
C (-0.74696, 1.29404, 1.49943)
C (2.94675, 0.87108, -0.12978)
C (-3.14696, 2.69897, -2.80209)
C (3.61307, -1.00484, -3.83744)
C (-2.51625, -0.72981, 6.68145)
C (-3.47464, -0.02897, 4.56316)
C (0.96125, -1.20665, -2.98329)
C (4.69483, -0.52497, 0.83056)
C (2.71757, -3.46100, 2.09551)
C (1.81734, -0.36270, -2.25735)
C (-1.03831, -0.13614, 4.84636)
C (5.44455, 0.64667, 1.05602)
C (-4.07358, -1.03277, 0.96396)
C (3.15840, -0.28607, -2.73267)
C (-3.63182, -0.43090, 5.88836)
C (2.28302, -4.34287, -1.39430)
C (-4.31151, 1.36447, 1.25758)
C (2.65447, -2.51871, 3.23033)
C (1.39476, -1.90719, -4.11474)
C (-2.47041, 3.31568, -4.02857)
C (3.69757, 2.03393, 0.07150)
C (3.12805, -4.84071, 2.17591)
C (-1.22571, -0.54611, 6.16507)
C (-0.92337, 3.07817, -4.03976)
C (0.48033, 1.10162, 0.83951)
C (-5.83312, 0.13949, -0.18596)
C (0.48449, 2.12695, -2.07727)
C (3.44638, -0.39110, 0.24540)
C (0.06497, 3.39099, -1.29405)
C (2.55482, -4.26923, 0.05161)
C (-1.59178, -0.72962, -1.01672)
C (-2.56467, 2.95368, -1.49827)
C (2.70047, -1.75262, -4.58650)
C (-1.41133, 3.88546, -1.23993)
C (-3.57858, 0.18526, 1.50252)
C (-5.45714, 1.32538, 0.45909)
C (-0.47087, 1.86168, -3.20604)
C (-2.17102, 0.06227, 4.00998)
C (4.95990, 1.90629, 0.67688)
C (-5.13111, -1.04854, 0.05914)
C (3.02442, -5.35222, 0.87666)
H (-3.54686, -1.96229, 1.18167)
H (2.03703, -3.35340, -1.80565)
H (-4.34708, 0.21361, 3.94803)
H (3.30723, 3.00863, -0.23233)
H (2.64346, -3.10138, 4.16696)
H (-1.54448, 4.26752, -0.20799)
H (3.44360, -5.30973, 3.09526)
H (1.33388, 1.44793, 1.49116)
H (0.41127, 3.27020, -0.26374)
H (-1.88091, -0.46321, 0.00079)
H (-2.68942, 4.39916, -4.06706)
H (3.23133, -6.33788, 0.49657)
H (1.74739, -1.88875, 3.19098)
H (4.66122, -0.93460, -4.14696)
H (1.46761, 2.32372, -2.56527)
H (-2.64313, -1.09074, 7.70456)
H (-5.41275, -1.98009, -0.44863)
H (3.16296, -4.73352, -1.93242)
H (-0.04024, -0.00293, 4.41018)
H (-0.40758, 4.00847, -3.73461)
H (3.53770, -1.85259, 3.25658)
H (5.05228, -1.52315, 1.10494)
H (-6.03209, 2.23684, 0.27473)
H (-0.35908, -0.72999, 6.79950)
H (1.43680, -5.02410, -1.58634)
H (-0.52766, -0.95447, -0.92879)
H (0.70096, -2.56312, -4.65382)
H (0.66258, 4.22147, -1.68789)
H (2.82457, -1.27387, 0.04687)
H (-4.22826, 2.47096, -2.86023)
H (-1.54132, 4.74987, -1.90279)
H (-2.92870, 2.93900, -4.95825)
H (-6.66979, 0.12840, -0.88778)
H (3.89852, 0.32721, -2.21295)
H (-3.27053, 2.89107, -0.66085)
H (-3.95288, 2.31158, 1.65516)
H (6.42121, 0.54712, 1.53618)
H (2.99781, -2.17515, -5.54880)
H (5.56662, 2.80349, 0.86308)
H (-0.58045, 2.93246, -5.08652)
H (-0.06365, -1.31673, -2.65898)
H (-4.62958, -0.53257, 6.31388)
H (-0.25458, 0.99096, -3.84099)
H (-0.81348, 2.25448, 2.05473)
H (-2.18764, -1.58525, -1.35968)

Lowest unoccupied orbital energy (spin up / spin down)   -1.8 / -1.8 eV
Relative energy (zero: lowest compared OMol25 entry of this formula, charge and spin)   8.470 eV
E_tot   -2479.72965 hartree

---

Entry 4:
The following is a DFT calculation (ωB97M-V/def2-TZVPD) of a 3-piece molecular cluster, C3H10NO overall.

CARTESIAN COORDINATES (ANGSTROEM)
O (-0.98311, 0.36215, -3.74597)
N (0.41875, -1.22201, 0.44717)
C (-0.67458, -0.29293, 2.35651)
C (0.21588, -0.15883, 1.23854)
C (1.03814, 1.01586, 0.92864)
H (-0.11765, 0.04077, -3.45528)
H (0.90752, 1.78449, 1.69416)
H (2.09429, 0.74054, 0.95679)
H (-0.70456, 0.58676, 2.99886)
H (0.68099, -0.82564, -0.48666)
H (-0.42376, -1.78854, 0.27494)
H (-1.26688, 1.08155, -3.16503)
H (-1.28108, -1.17839, 2.53818)
H (0.86731, 1.52723, -0.05253)
H (0.79426, 0.45971, -1.55732)

Lowest unoccupied orbital energy (spin up / spin down)   -15.8 / -14.7 eV
Relative energy (zero: lowest compared OMol25 entry of this formula, charge and spin)   8.899 eV
E_tot   -249.27397 hartree
Total charge   +2
Multiplicity   2

---

Number 1: molecular weight 346.37 g mol⁻¹. Number 2: molecular weight 188.27 g mol⁻¹. Number 3: molecular weight 814.36 g mol⁻¹. Number 4: molecular weight 76.12 g mol⁻¹.